[1]
Below is a structure of composition C6H13NO2Si, with properties calculated with ωB97M-V/def2-TZVPD.

Properties
- Frontier orbital gap: 9.48 eV
- LUMO level: -0.4 eV

```
23
C6H13NO2Si (ωB97M-V/def2-TZVPD)
C -1.26613 1.60653 0.03882
C 0.20316 1.93982 -0.41914
C 0.40355 0.46122 -0.56855
C 1.29227 -1.67457 0.38373
C 2.81232 0.40781 0.15754
C 1.40166 -0.17522 0.40602
N -0.92446 0.36587 -0.20435
O -2.26012 2.11715 0.46904
O -1.83392 -1.14947 0.04921
Si -3.44792 -1.12689 -0.12354
H 0.17134 2.49446 -1.26513
H 0.59913 2.48093 0.48790
H 0.49435 0.17357 -1.55720
H 1.14324 -1.92589 -0.63182
H 0.44917 -2.14957 0.99918
H 2.12452 -2.23533 0.59492
H 3.49113 -0.01802 1.04374
H 2.71249 1.40698 0.22599
H 3.03320 -0.07330 -0.82337
H 0.92334 0.26979 1.43094
H -3.61365 -2.54663 -0.18790
H -4.24114 -0.33140 0.94593
H -3.66752 -0.31786 -1.45197
```

Want to see where the charge sits? The Mulliken charges in e are:
1 C 0.400
2 C -0.824
3 C -0.582
4 C -1.457
5 C -1.410
6 C 0.638
7 N 0.237
8 O -0.621
9 O -0.140
10 Si 0.254
11 H 0.433
12 H 0.277
13 H 0.664
14 H 0.387
15 H 0.244
16 H 0.456
17 H 0.295
18 H 0.479
19 H 0.348
20 H 0.250
21 H -0.124
22 H -0.089
23 H -0.115

---

[2]
Below is an isolated molecule of C6H13NO4, with properties calculated with ωB97M-V/def2-TZVPD.

Properties
- Frontier orbital gap: 9.94 eV
- LUMO level: 0.4 eV

```
24
C6H13NO4 (ωB97M-V/def2-TZVPD)
O 2.59411 -1.69854 -0.32268
C 2.01687 -0.76414 0.53060
C 1.25200 0.21148 -0.44336
N 0.49031 -0.69780 -1.35633
C -0.76834 -1.11147 -0.92061
C -1.62213 -0.15205 -0.06967
O -1.62669 -0.63281 1.30630
C -1.13247 1.23914 -0.12856
O -1.91752 2.34026 0.41765
C 0.32225 1.26888 0.43026
O 0.42221 1.13711 1.76721
H 2.08745 -1.49986 -1.18922
H 2.62043 -0.18425 1.16173
H 1.31057 -1.35502 1.21660
H 1.93823 0.95573 -0.95249
H 0.25435 -0.21918 -2.17333
H -0.86687 -2.21579 -0.55062
H -1.26081 -1.26939 -1.91422
H -2.64296 -0.18619 -0.23431
H -1.77618 -1.71134 1.09978
H -0.97906 1.53063 -1.28824
H -1.57562 2.40894 1.38226
H 0.70495 2.33163 0.24378
H 0.15491 0.27404 1.98749
```

Want to see where the charge sits? The Mulliken charges in e are:
1 O -0.612
2 C -0.595
3 C 0.271
4 N -0.410
5 C -1.026
6 C 0.068
7 O -0.610
8 C -0.037
9 O -0.586
10 C -0.493
11 O -0.579
12 H 0.401
13 H 0.450
14 H 0.218
15 H 0.224
16 H 0.305
17 H 0.387
18 H 0.287
19 H 0.530
20 H 0.378
21 H 0.156
22 H 0.414
23 H 0.417
24 H 0.441

---

[3]
Below is a cluster of 2 separate species, C6H13NO4S in total, with properties calculated with ωB97M-V/def2-TZVPD.

Properties
- Frontier orbital gap (spin up / spin down): 8.19 / 7.09 eV
- Spin multiplicity: 3
- LUMO level (spin up / spin down): 0.6 / -3.3 eV

```
25
C6H13NO4S (ωB97M-V/def2-TZVPD)
C -0.39134 0.53069 1.78155
C 1.54037 -1.74497 0.97943
C 1.19542 -1.10040 -1.48290
C -2.79411 0.15299 -0.32689
C 0.53344 -1.05726 -0.06747
C 0.01695 0.25527 0.30840
N 1.37673 1.82621 0.01363
O -1.25045 -0.15102 2.28521
O 0.11023 1.70589 2.26898
O -1.33725 2.37101 -0.40523
O -0.88381 0.66411 -2.13103
S -1.25670 0.97248 -0.78301
H 1.87029 -2.75735 0.61678
H 2.51295 -1.09604 1.07117
H 0.89311 -1.82200 1.85365
H 2.28302 -0.75906 -1.27013
H 1.22895 -2.21853 -1.96196
H 0.77783 -0.37921 -2.12188
H -2.78587 -0.72573 -0.91843
H -2.83986 0.11651 0.74188
H -3.63641 0.70423 -0.87809
H -0.28425 -1.87134 -0.06882
H 1.81824 1.74855 -0.94708
H 0.57609 2.47709 -0.17862
H 0.72645 2.15788 1.62086
```

Want to see where the charge sits? The Mulliken charges in e are:
1 C 0.259
2 C -1.420
3 C -1.318
4 C -1.068
5 C 0.542
6 C 0.020
7 N -0.792
8 O -0.548
9 O -0.556
10 O -0.725
11 O -0.691
12 S 1.516
13 H 0.357
14 H 0.302
15 H 0.457
16 H 0.258
17 H 0.276
18 H 0.511
19 H 0.395
20 H 0.367
21 H 0.382
22 H 0.189
23 H 0.323
24 H 0.419
25 H 0.545

---

Computed max |F|, in the same sequence as the records: 6.71, 4.64, 4.34 eV/A.